No. 1
{
  "formula": "C28H44F5KN4O6STe",
  "method": "ωB97M-V/def2-TZVPD",
  "elements": ["K", "C", "C", "C", "C", "C", "C", "C", "C", "C", "C", "H", "H", "H", "H", "H", "H", "H", "H", "H", "H", "H", "H", "H", "H", "N", "C", "C", "O", "N", "C", "C", "O", "O", "H", "H", "H", "H", "H", "H", "C", "C", "N", "C", "C", "C", "O", "C", "C", "C", "C", "N", "C", "H", "H", "H", "H", "H", "H", "H", "H", "H", "H", "H", "H", "H", "H", "C", "C", "S", "O", "C", "C", "H", "H", "H", "H", "H", "H", "H", "H", "H", "H", "F", "Te", "F", "F", "F", "F", "O"],
  "positions_angstrom": [[2.019, 0.756, -0.109], [4.552, 0.729, 2.076], [3.946, 0.145, 3.351], [4.545, 0.825, 4.583], [2.433, 0.251, 3.341], [1.632, -0.875, 3.198], [0.247, -0.769, 3.162], [-0.376, 0.469, 3.254], [-1.873, 0.605, 3.197], [0.429, 1.599, 3.360], [1.807, 1.495, 3.407], [5.644, 0.684, 2.099], [4.258, 1.768, 1.923], [4.217, 0.168, 1.204], [4.187, -0.924, 3.408], [4.385, 1.903, 4.549], [5.624, 0.656, 4.627], [4.099, 0.450, 5.507], [2.102, -1.845, 3.076], [-0.356, -1.660, 3.025], [-2.260, 1.085, 4.099], [-2.363, -0.365, 3.099], [-2.182, 1.218, 2.348], [-0.016, 2.586, 3.337], [2.397, 2.402, 3.407], [0.189, -2.205, -1.995], [0.073, -1.794, -3.397], [0.896, -0.567, -3.805], [0.824, -0.301, -5.036], [1.533, 0.082, -2.856], [2.132, 1.328, -3.346], [1.968, 2.389, -2.277], [3.034, 2.965, -1.787], [0.862, 2.627, -1.808], [-0.632, -2.728, -1.705], [0.188, -1.359, -1.442], [-0.957, -1.532, -3.682], [0.374, -2.613, -4.056], [1.620, 1.667, -4.253], [3.195, 1.218, -3.592], [-8.380, -0.285, 0.580], [-7.521, -1.141, -0.336], [-6.249, -0.520, -0.673], [-6.075, -0.044, -2.039], [-6.907, 1.187, -2.355], [-5.259, -0.584, 0.269], [-5.440, -1.179, 1.323], [-3.969, 0.111, -0.036], [-3.912, 1.474, -0.312], [-2.687, 2.040, -0.595], [-1.558, 1.225, -0.606], [-1.594, -0.073, -0.297], [-2.781, -0.603, -0.013], [-9.327, -0.785, 0.793], [-8.601, 0.682, 0.125], [-7.866, -0.114, 1.524], [-8.039, -1.334, -1.279], [-7.322, -2.104, 0.138], [-6.350, -0.862, -2.716], [-5.020, 0.153, -2.210], [-7.976, 0.987, -2.254], [-6.725, 1.516, -3.378], [-6.657, 2.010, -1.685], [-4.815, 2.074, -0.306], [-2.573, 3.094, -0.806], [-0.606, 1.658, -0.882], [-2.797, -1.657, 0.246], [5.508, -2.337, 0.170], [4.882, -1.962, -1.164], [3.098, -2.181, -1.269], [2.594, -1.596, 0.035], [3.000, -3.956, -1.043], [3.302, -4.693, -2.337], [6.394, -1.728, 0.354], [5.808, -3.386, 0.198], [4.812, -2.150, 0.987], [5.312, -2.508, -2.008], [5.016, -0.901, -1.383], [1.959, -4.091, -0.754], [3.639, -4.253, -0.210], [2.705, -4.289, -3.154], [3.064, -5.754, -2.238], [4.352, -4.617, -2.622], [2.817, 5.180, 1.527], [2.400, 4.202, -0.080], [1.669, 5.028, -1.680], [0.700, 5.039, 0.421], [3.722, 5.448, -0.681], [4.118, 3.309, 0.403], [1.742, 2.735, 0.817]],
  "forces_ev_per_a": [[-0.20, -1.25, -0.49], [-0.01, 0.00, -0.01], [-0.06, -0.08, 0.07], [0.05, 0.00, 0.07], [0.04, 0.04, -0.03], [0.05, -0.01, 0.02], [-0.03, -0.04, -0.02], [0.03, 0.03, -0.02], [-0.12, -0.05, 0.00], [-0.01, -0.01, -0.01], [0.03, 0.00, -0.09], [0.02, -0.01, 0.04], [-0.01, 0.05, -0.02], [0.05, -0.09, 0.00], [0.02, 0.02, -0.03], [-0.03, 0.03, -0.03], [0.01, -0.01, -0.01], [-0.01, -0.03, -0.01], [-0.02, -0.02, 0.01], [-0.01, -0.01, 0.01], [0.01, 0.01, 0.01], [0.03, 0.01, -0.01], [0.03, 0.02, -0.02], [-0.02, 0.03, 0.01], [0.01, 0.04, 0.01], [0.12, -0.22, -0.13], [-0.09, -0.09, 0.01], [0.02, -0.02, -0.18], [0.03, -0.05, 0.04], [-0.08, 0.19, -0.20], [0.10, -0.14, 0.05], [0.39, 0.59, 0.21], [-0.50, -0.42, -0.10], [-0.64, -0.29, -0.39], [0.01, 0.09, -0.09], [0.05, 0.15, 0.23], [0.03, -0.03, 0.03], [0.02, -0.02, 0.01], [0.04, 0.06, 0.04], [-0.02, -0.04, 0.04], [-0.05, 0.03, 0.06], [0.02, -0.11, -0.11], [0.00, 0.10, 0.00], [0.06, -0.16, 0.02], [-0.05, 0.07, -0.03], [0.08, 0.05, 0.01], [0.03, -0.05, 0.02], [-0.16, -0.04, 0.03], [0.05, 0.02, -0.05], [-0.02, -0.03, 0.04], [0.05, 0.04, 0.10], [-0.12, 0.04, -0.03], [0.08, 0.04, 0.03], [-0.02, -0.02, 0.00], [0.01, 0.01, -0.02], [0.03, -0.01, 0.00], [-0.03, 0.01, 0.03], [-0.01, 0.04, 0.01], [-0.01, 0.04, -0.01], [-0.01, 0.03, 0.02], [-0.01, -0.03, 0.01], [0.02, -0.01, -0.03], [0.03, 0.01, 0.01], [-0.01, -0.01, 0.02], [0.01, 0.02, -0.01], [0.14, 0.00, -0.02], [0.00, -0.05, 0.00], [0.10, -0.03, 0.00], [0.29, -0.04, -0.08], [-0.54, 0.47, 0.50], [0.53, -1.12, -0.50], [0.03, -0.23, 0.08], [0.05, -0.09, -0.03], [0.02, -0.04, 0.00], [-0.03, -0.01, 0.01], [-0.09, 0.04, -0.01], [0.05, 0.00, -0.01], [-0.05, 0.03, 0.04], [-0.04, 0.03, 0.00], [-0.01, -0.04, 0.01], [-0.06, 0.03, -0.01], [0.01, -0.01, 0.00], [0.04, 0.02, 0.02], [0.07, -0.06, 0.05], [0.26, -0.45, 0.73], [-0.03, 0.08, 0.04], [0.05, 0.22, 0.00], [-0.02, 0.05, -0.03], [0.20, 0.30, -0.04], [-0.28, 2.38, 0.11]],
  "lowdin_charge": [0.768, -0.062, -0.375, -0.077, -0.218, -0.048, -0.053, -0.278, -0.053, -0.034, -0.040, 0.083, 0.066, 0.038, 0.123, 0.078, 0.068, 0.074, 0.105, 0.102, 0.074, 0.070, 0.067, 0.123, 0.119, -0.015, -0.218, -0.613, -0.107, -0.004, -0.157, -0.686, -0.175, -0.073, 0.056, 0.016, 0.099, 0.089, 0.113, 0.113, -0.078, -0.218, -0.064, -0.210, -0.078, -0.414, 0.055, -0.155, -0.036, -0.016, -0.077, 0.106, -0.094, 0.069, 0.063, 0.072, 0.113, 0.116, 0.119, 0.116, 0.062, 0.075, 0.066, 0.108, 0.119, 0.079, 0.121, -0.138, -0.379, 0.914, -0.641, -0.404, -0.141, 0.073, 0.063, 0.057, 0.079, 0.091, 0.077, 0.080, 0.070, 0.066, 0.061, -0.451, 1.883, -0.420, -0.471, -0.421, -0.469, -0.756],
  "total_charge": -2,
  "e_lumo_ev": 3.7,
  "e_above_lowest_kcal_mol": 68.5,
  "max_force_ev_per_a": 2.4,
  "energy_ev": -96039.2647
}



No. 2
{
  "formula": "C38H73BIN3O15S8",
  "method": "ωB97M-V/def2-TZVPD",
  "elements": ["C", "C", "B", "O", "C", "N", "C", "C", "O", "C", "C", "O", "O", "S", "O", "O", "C", "S", "C", "C", "C", "C", "C", "C", "O", "C", "C", "O", "O", "C", "N", "C", "C", "C", "C", "I", "C", "C", "C", "N", "C", "C", "H", "H", "H", "H", "H", "H", "H", "H", "H", "H", "H", "H", "H", "H", "H", "H", "H", "H", "H", "H", "H", "H", "H", "H", "H", "H", "H", "H", "H", "H", "H", "H", "H", "H", "H", "H", "H", "C", "S", "O", "C", "H", "H", "H", "H", "H", "H", "C", "S", "O", "C", "H", "H", "H", "H", "H", "H", "C", "S", "O", "C", "H", "H", "H", "H", "H", "H", "C", "S", "O", "C", "H", "H", "H", "H", "H", "H", "C", "S", "O", "C", "H", "H", "H", "H", "H", "H", "C", "S", "O", "C", "H", "H", "H", "H", "H", "H"],
  "positions_angstrom": [[3.455, -4.975, 3.187], [2.684, -3.694, 3.590], [2.409, -2.728, 2.363], [1.838, -3.409, 1.313], [2.812, -1.142, 2.366], [4.262, -1.009, 2.077], [5.193, -0.949, 3.212], [5.715, -2.229, 3.848], [5.620, 0.086, 3.610], [4.926, -1.533, 0.947], [4.650, -2.830, 0.202], [5.906, -0.929, 0.571], [2.828, -0.753, 3.786], [1.494, -0.585, 4.599], [0.765, -1.764, 4.935], [1.852, 0.157, 5.768], [0.526, 0.543, 3.597], [-1.136, 0.667, 4.296], [0.582, 0.361, 2.032], [0.156, 1.791, 1.515], [-1.094, 1.871, 0.609], [-2.439, 1.952, 1.337], [-3.548, 2.277, 0.303], [-4.384, 1.040, 0.042], [-5.185, 0.761, 1.206], [-5.325, -0.575, 1.453], [-6.724, -1.130, 1.329], [-4.400, -1.271, 1.761], [-0.517, -0.466, 1.583], [-0.639, -1.645, 2.088], [-0.744, -2.691, 2.549], [1.986, -0.091, 1.478], [1.790, -0.725, 0.090], [1.317, 0.126, -1.117], [0.215, -0.602, -1.914], [0.989, -1.720, -3.568], [2.943, 1.116, 1.402], [3.628, 1.446, 0.257], [4.451, 2.525, 0.280], [4.683, 3.320, 1.294], [4.055, 2.981, 2.404], [3.211, 1.922, 2.469], [2.882, -5.853, 3.471], [4.389, -5.041, 3.743], [3.635, -5.068, 2.121], [3.108, -3.200, 4.459], [1.678, -4.006, 3.879], [2.233, -3.199, 0.460], [6.758, -2.055, 4.078], [5.192, -2.328, 4.796], [5.583, -3.109, 3.225], [5.536, -3.144, -0.328], [4.407, -3.625, 0.911], [3.841, -2.772, -0.526], [0.968, 1.505, 3.817], [-1.411, 1.986, 4.224], [-0.070, 2.456, 2.345], [0.945, 2.274, 0.949], [-1.003, 2.849, 0.130], [-1.105, 1.168, -0.216], [-2.692, 1.019, 1.830], [-2.371, 2.769, 2.055], [-4.154, 3.136, 0.588], [-3.064, 2.521, -0.642], [-3.713, 0.197, -0.120], [-4.996, 1.201, -0.849], [-7.167, -1.235, 2.317], [-7.317, -0.422, 0.750], [-6.729, -2.073, 0.797], [1.099, -1.556, 0.146], [2.718, -1.200, -0.221], [1.070, 1.165, -0.939], [2.147, 0.161, -1.818], [-0.445, -1.196, -1.288], [-0.402, 0.179, -2.350], [3.543, 0.861, -0.639], [4.977, 2.759, -0.640], [4.234, 3.581, 3.284], [2.791, 1.731, 3.442], [-2.679, 2.643, -5.302], [-1.550, 3.151, -4.005], [-1.675, 2.151, -2.900], [-2.486, 4.607, -3.499], [-2.303, 1.716, -5.729], [-3.671, 2.480, -4.876], [-2.712, 3.410, -6.071], [-3.494, 4.316, -3.201], [-2.527, 5.314, -4.327], [-1.972, 5.062, -2.654], [0.802, 5.154, -8.518], [0.695, 4.795, -6.761], [-0.233, 3.641, -6.607], [-0.220, 6.280, -6.323], [1.311, 4.323, -9.000], [-0.200, 5.262, -8.933], [1.376, 6.069, -8.666], [-1.155, 6.316, -6.885], [0.388, 7.158, -6.543], [-0.432, 6.244, -5.257], [-9.897, -0.622, 5.173], [-8.958, -2.143, 4.969], [-9.065, -2.537, 3.540], [-10.092, -3.186, 5.896], [-9.381, 0.167, 4.629], [-10.900, -0.753, 4.768], [-9.944, -0.366, 6.231], [-11.082, -3.145, 5.442], [-10.133, -2.845, 6.931], [-9.714, -4.205, 5.863], [-0.330, -6.084, -5.140], [1.089, -5.035, -4.802], [1.281, -4.151, -5.986], [2.319, -6.341, -4.912], [-1.218, -5.455, -5.159], [-0.204, -6.573, -6.106], [-0.426, -6.826, -4.347], [2.272, -6.812, -5.893], [2.135, -7.074, -4.126], [3.302, -5.895, -4.773], [3.894, -3.136, -7.142], [5.251, -4.079, -7.838], [5.219, -5.423, -7.198], [6.566, -3.146, -7.040], [2.962, -3.580, -7.478], [3.941, -3.177, -6.054], [3.952, -2.103, -7.485], [6.436, -3.182, -5.958], [6.542, -2.115, -7.392], [7.517, -3.601, -7.311], [-1.922, 6.867, 5.984], [-0.899, 5.397, 5.828], [-1.046, 4.900, 4.431], [-1.922, 4.348, 6.868], [-1.483, 7.650, 5.370], [-2.932, 6.650, 5.635], [-1.939, 7.186, 7.026], [-2.932, 4.300, 6.460], [-1.939, 4.748, 7.882], [-1.481, 3.352, 6.878]],
  "forces_ev_per_a": [[-0.18, 0.05, 0.57], [-0.12, 0.34, -0.41], [-0.48, -1.05, 0.26], [0.97, 0.13, -0.20], [-0.30, -0.86, 0.08], [-0.60, -1.22, -0.15], [1.02, 0.23, 0.48], [-0.44, 0.32, -0.51], [-0.38, 0.61, -0.12], [0.91, 0.40, -1.02], [-0.87, -0.51, 0.79], [0.26, 0.10, 0.34], [-0.48, 0.13, -0.69], [-1.32, 0.83, 3.04], [0.35, -0.67, -1.52], [0.83, 0.57, -0.42], [0.11, 0.02, -0.86], [-0.63, -0.81, 0.44], [-0.30, 1.70, 0.89], [-0.57, -0.38, -1.01], [0.07, 0.72, 0.44], [-0.17, 0.23, -0.83], [0.54, -0.56, 0.17], [0.50, 0.68, 0.19], [-0.45, -0.10, -0.51], [-0.21, -0.89, 0.23], [-0.12, 1.15, -0.28], [0.41, 0.18, -0.12], [0.23, -0.33, -0.27], [0.11, 0.19, 0.13], [-0.17, -0.41, 0.05], [0.75, 0.09, 0.11], [-0.07, 0.06, -0.45], [0.42, -1.11, -0.58], [-0.27, 1.40, 0.22], [-0.22, -0.02, 0.32], [-0.70, -0.41, -0.47], [-0.60, -0.91, -0.12], [1.07, 0.60, -1.64], [0.34, 0.60, 0.35], [0.52, 0.76, 0.08], [-0.93, -0.45, 1.81], [-0.04, -0.12, -0.02], [0.20, -0.01, -0.19], [0.11, 0.04, -0.08], [0.07, -0.12, 0.09], [-0.14, 0.18, 0.09], [-0.62, 0.16, -0.05], [0.18, -0.06, -0.05], [-0.13, -0.25, 0.05], [-0.05, -0.10, 0.10], [0.29, 0.33, -0.07], [-0.09, 0.00, -0.08], [0.04, 0.11, -0.05], [0.36, -0.03, -0.04], [0.68, -0.02, -0.23], [0.21, -0.02, 0.23], [0.31, -0.20, 0.19], [0.14, 0.02, -0.20], [-0.02, -0.32, 0.03], [0.03, 0.00, 0.33], [-0.01, -0.12, 0.30], [-0.20, -0.09, 0.11], [-0.03, 0.15, -0.21], [0.03, -0.08, -0.14], [-0.36, -0.24, 0.16], [-0.06, -0.23, -0.04], [-0.18, -0.02, 0.13], [0.20, -0.26, 0.24], [-0.20, 0.04, 0.38], [0.20, 0.22, 0.14], [-0.33, 0.03, 0.38], [0.16, 0.34, 0.04], [0.15, -0.40, -0.08], [-0.14, -0.17, -0.36], [0.12, 0.04, -0.16], [0.11, 0.13, -0.04], [0.05, 0.11, 0.11], [-0.02, -0.06, 0.10], [-0.23, -0.05, 0.02], [0.21, -0.03, 0.15], [-0.18, 0.01, 0.10], [-0.15, -0.02, 0.08], [0.09, 0.03, 0.01], [0.05, -0.02, 0.09], [0.09, -0.01, -0.03], [0.01, -0.04, -0.01], [0.00, -0.01, -0.03], [0.04, -0.05, -0.01], [-0.04, 0.05, -0.10], [0.15, -0.08, 0.01], [-0.02, 0.22, -0.30], [-0.11, 0.06, -0.02], [0.01, -0.03, 0.06], [-0.02, -0.02, 0.05], [0.02, -0.01, 0.02], [0.02, -0.04, -0.02], [0.02, -0.01, 0.01], [0.06, -0.04, 0.02], [-0.11, 0.06, 0.01], [0.11, 0.01, 0.10], [-0.08, 0.05, -0.01], [-0.12, -0.04, 0.03], [0.05, -0.04, -0.01], [0.02, -0.05, -0.03], [0.03, -0.01, 0.00], [0.03, 0.02, -0.05], [0.04, 0.00, 0.00], [0.06, 0.02, -0.03], [-0.08, -0.04, -0.12], [0.04, -0.35, 0.19], [-0.10, 0.03, 0.01], [0.04, -0.06, -0.07], [0.04, 0.05, 0.02], [0.04, 0.03, -0.01], [0.02, 0.03, 0.03], [0.01, 0.05, -0.02], [-0.03, 0.04, 0.03], [-0.01, 0.04, -0.05], [0.04, 0.13, -0.06], [-0.04, 0.05, -0.04], [0.00, 0.02, 0.10], [0.08, 0.03, 0.07], [0.01, -0.06, 0.04], [0.00, -0.04, 0.00], [0.05, -0.01, -0.03], [-0.05, -0.03, -0.01], [-0.01, -0.01, -0.02], [-0.03, -0.04, -0.03], [-0.11, 0.06, -0.04], [0.09, -0.05, 0.05], [-0.09, -0.09, 0.01], [-0.08, -0.07, 0.03], [0.05, -0.04, -0.01], [0.02, -0.05, -0.02], [0.04, -0.01, 0.00], [0.02, 0.03, -0.05], [0.03, 0.00, 0.00], [0.06, 0.03, -0.03]],
  "lowdin_charge": [-0.090, -0.132, -0.441, 0.128, -0.180, 0.095, -0.403, 0.043, 0.173, -0.434, 0.038, 0.124, -0.178, 0.574, -0.240, -0.252, -0.578, 0.895, -0.295, -0.081, -0.176, -0.187, -0.156, -0.173, -0.027, -0.523, 0.028, 0.124, 0.008, -0.342, 0.253, -0.157, -0.115, -0.268, -0.631, 0.882, -0.161, -0.017, -0.139, 0.091, -0.117, -0.031, 0.074, 0.065, 0.053, 0.081, 0.111, 0.076, 0.094, 0.098, 0.074, 0.098, 0.067, 0.081, 0.075, -0.115, 0.106, 0.112, 0.120, 0.095, 0.080, 0.106, 0.115, 0.085, 0.128, 0.126, 0.065, 0.082, 0.091, 0.099, 0.095, 0.105, 0.054, 0.051, 0.004, 0.104, 0.113, 0.117, 0.108, -0.265, 0.818, -0.561, -0.261, 0.058, 0.059, 0.042, 0.056, 0.039, 0.051, -0.267, 0.824, -0.582, -0.266, 0.051, 0.059, 0.054, 0.061, 0.055, 0.036, -0.273, 0.801, -0.552, -0.274, 0.048, 0.058, 0.052, 0.057, 0.052, 0.050, -0.262, 0.702, -0.602, -0.257, 0.051, 0.059, 0.054, 0.064, 0.054, 0.046, -0.281, 0.802, -0.563, -0.277, 0.030, 0.052, 0.057, 0.056, 0.051, 0.047, -0.273, 0.807, -0.571, -0.270, 0.049, 0.058, 0.053, 0.060, 0.054, 0.046],
  "e_lumo_ev": 0.3,
  "e_above_lowest_kcal_mol": 18.0,
  "max_force_ev_per_a": 3.4,
  "energy_ev": -171224.3768
}



No. 3
{
  "formula": "C3H5NO2",
  "method": "ωB97M-V/def2-TZVPD",
  "elements": ["C", "N", "C", "O", "C", "O", "H", "H", "H", "H", "H"],
  "positions_angstrom": [[1.652, -0.055, -0.512], [0.223, -0.203, -0.380], [-0.501, 0.313, 0.623], [-0.110, 0.975, 1.571], [-1.989, -0.021, 0.476], [-2.458, -0.668, -0.428], [2.012, 0.528, 0.338], [2.140, -1.034, -0.510], [1.899, 0.472, -1.439], [-0.317, -0.723, -1.056], [-2.550, 0.416, 1.317]],
  "forces_ev_per_a": [[0.18, 0.03, -0.02], [-0.15, 0.02, 0.07], [0.23, -0.02, -0.09], [-0.17, -0.25, -0.37], [-0.13, -0.08, -0.07], [0.31, 0.43, 0.60], [-0.04, -0.09, -0.12], [-0.01, 0.16, -0.01], [0.02, -0.08, 0.14], [0.13, -0.01, -0.06], [-0.38, -0.10, -0.08]],
  "nbo_charge": [-0.423, -0.585, 0.544, -0.596, 0.366, -0.497, 0.236, 0.203, 0.202, 0.414, 0.136],
  "e_lumo_ev": -0.1,
  "e_above_lowest_kcal_mol": 17.2,
  "max_force_ev_per_a": 0.8,
  "energy_ev": -8776.9509
}